Record 1
ORCA calculation (ωB97M-V/def2-TZVPD) on a structure of composition C4H4I4.

Last column: Mulliken charge in e.
Geometry (Å):
C 0.77381 -1.04433 -0.41040  -1.046
C 0.04609 -0.04430 -1.00655  -0.006
C 0.35483 1.65451 0.88455  -1.242
C -0.09126 1.25970 -0.52361  0.111
I 2.50937 1.79572 0.93459  0.121
I -0.45330 0.43412 2.44770  0.171
I -2.70456 -3.68652 0.50000  0.004
I -0.81821 2.88479 -1.59999  0.127
H 1.33066 -0.98057 0.50433  0.286
H 0.49305 -1.97355 -0.75328  0.372
H -0.38630 -0.33867 -1.86173  0.469
H 0.19398 2.67696 0.96748  0.634

Values from the calculation:
LUMO energy (alpha / beta)   -0.052 / -0.125 Ha
Highest occupied orbital energy (alpha / beta)   -9.47 / -8.01 eV
Gap between HOMO and LUMO (alpha / beta)   8.06 / 4.62 eV


Record 2
ORCA calculation (ωB97M-V/def2-TZVPD) on the ion C12H24FN5O2PS with charge +1.

Last column: Mulliken charge in e.
Geometry (Å):
H -4.80570 -1.99781 0.60721  0.265
N -3.82291 -2.27025 0.58637  -0.573
C -3.17073 -1.48458 1.31848  -0.216
C -1.70198 -1.65824 1.56527  -0.581
N -0.99036 -0.36000 1.48623  0.315
P 0.38965 -0.33100 2.55958  0.177
S -0.04954 0.49085 4.24961  -0.325
C -0.66307 0.02914 0.17151  -1.813
N -0.69073 1.31671 -0.04050  0.989
C -1.09931 2.29969 0.95712  -0.312
C -2.36818 2.45718 1.26546  -0.785
C -0.31732 1.90325 -1.31361  -0.474
C -1.51340 2.66003 -1.85666  0.345
O -2.56397 2.12716 -2.13884  -0.458
F -1.34122 3.96291 -1.97796  -0.246
N -0.32843 -0.87884 -0.79262  0.888
C -1.22609 -1.02719 -1.95198  -0.772
N -1.95827 -2.27776 -1.88158  -0.504
C 1.09411 -1.23028 -0.99291  -0.703
C 2.15497 -0.13137 -0.86954  -0.114
O 3.39202 -0.79440 -0.68568  -0.457
C 4.01102 -0.54019 0.56280  0.045
C 4.74088 0.79541 0.56503  -1.057
H -3.62990 -0.66541 1.87044  0.434
H -1.27200 -2.46627 0.98533  0.310
H -1.64431 -1.96599 2.60931  0.726
H 0.86154 -1.65088 2.67647  0.171
H 1.31302 0.48036 1.88720  0.051
H -0.29479 2.83008 1.43675  0.454
H -2.73735 3.37611 1.68228  0.347
H -3.09160 1.67547 1.12047  0.188
H 0.46773 2.63086 -1.12409  0.465
H 0.07696 1.19788 -2.02327  0.476
H -0.66180 -0.99250 -2.87902  0.555
H -1.93029 -0.20487 -2.00356  0.301
H -2.94438 -2.09955 -1.98192  0.224
H -1.67429 -2.90270 -2.62054  0.253
H 1.18045 -1.67193 -1.97317  0.323
H 1.37467 -2.01692 -0.29556  0.216
H 2.00758 0.54585 -0.03494  0.349
H 2.25115 0.39617 -1.81325  0.158
H 3.31594 -0.62502 1.39544  -0.001
H 4.74907 -1.31480 0.71565  0.394
H 4.83622 1.15213 1.58405  0.344
H 5.71905 0.72222 0.11890  0.328
H 4.15773 1.54059 0.03560  0.299

Values from the calculation:
LUMO energy   -0.155 Ha
Highest occupied orbital energy   -12.21 eV
Charge   +1
Gap between HOMO and LUMO   7.99 eV
SMILES string   [H]/N=C/C/[N+]([PH2]=S)=C(/N(C=C)CC(=O)F)N(CN)CCOCC


Record 3
ORCA calculation (ωB97M-V/def2-TZVPD) on the molecule C4H10O.

Last column: Mulliken charge in e.
Geometry (Å):
C 2.05572 0.16825 -0.19185  -1.119
C 0.80576 -0.69778 -0.22527  -0.388
C -0.45809 0.10797 -0.46991  0.136
C -2.01781 -0.28492 -0.17296  -1.168
O -0.55342 1.02876 0.65686  -0.556
H 1.97046 0.92315 0.58695  0.292
H 2.21480 0.67822 -1.14755  0.304
H 2.93768 -0.43662 0.02990  0.344
H 0.89270 -1.43170 -1.02526  0.292
H 0.71298 -1.24940 0.71482  0.290
H -0.34188 0.67685 -1.41218  0.267
H -2.24309 -0.75142 -1.09614  0.401
H -2.10254 -1.00201 0.62639  0.284
H -2.79945 0.47024 0.01159  0.323
H -1.05967 1.82563 0.45155  0.299

Values from the calculation:
LUMO energy   0.038 Ha
Highest occupied orbital energy   -9.08 eV
Gap between HOMO and LUMO   10.12 eV
SMILES string   CC[C@@H](C)O


Computed F_max (eV/A) in order:
3.6; 3.2; 4.7
Computed electronic energy (Ha) in order:
-1345.47212; -1734.96499; -233.58288